74
Properties=species:S:1:pos:R:3:forces:R:3:mulliken_charge:R:1 method="wB97M-V/def2-TZVPD" fmax_ev_per_a=4.49 homo_ev=-10.30 relative_energy_ev=0.0000 homo_lumo_gap_ev=10.4 lumo_ev=0.09
C -2.16936 -1.94158 3.74947 0.4 0.5 0.1 -1.034
C -2.04672 -1.16209 2.46314 0.3 -0.4 -0.2 0.739
O -1.87197 -1.67401 1.39225 -0.2 0.4 0.4 -0.508
O -2.17839 0.19923 2.60868 -0.3 -0.1 0.1 -0.409
C -3.46753 0.68589 2.18428 0.0 -0.1 0.0 -0.303
C -4.26886 1.22483 3.38337 -0.4 0.3 0.2 -0.603
B -5.71610 0.63101 3.38126 -0.6 0.4 0.9 0.509
O -6.67921 1.00836 2.44711 1.2 -0.2 -0.9 -0.349
B -6.95256 -0.11792 1.68662 -0.9 -0.1 0.2 0.618
O -7.42240 -1.21657 2.37483 0.8 0.1 0.1 -0.507
B -7.00035 -1.30030 3.69561 -0.8 -0.2 0.4 0.684
O -7.46145 -2.32951 4.45055 0.4 0.1 -0.1 -0.494
O -6.12251 -0.36849 4.25683 0.4 -0.4 -0.8 -0.603
H -1.46047 -2.76390 3.76737 -0.2 -0.2 -0.2 0.398
H -1.96102 -1.29372 4.59778 -0.2 0.0 0.0 0.336
H -3.19506 -2.30655 3.80874 0.0 -0.1 0.1 0.191
H -3.33605 1.45950 1.43197 0.2 0.0 0.0 0.317
H -3.97719 -0.14683 1.68910 0.0 0.1 -0.1 0.311
H -4.35198 2.31192 3.32360 0.2 0.0 0.0 0.239
H -3.77103 0.98839 4.32235 0.1 -0.1 -0.1 0.266
H -6.71256 -0.18864 0.52549 -0.3 0.1 -0.1 -0.091
H -6.95034 -2.36553 5.26537 -0.2 -0.1 0.2 0.284
O 1.40863 -4.28478 -3.01518 -1.8 -1.3 0.2 -0.752
P 0.59038 -3.29149 -3.72233 2.6 3.6 -0.6 0.929
O 1.01088 -3.17893 -5.25876 -0.6 -0.3 0.0 -0.316
C 0.80186 -4.29340 -6.13804 0.0 -0.3 -0.1 -0.322
C -0.66267 -4.60300 -6.38342 -0.1 0.1 0.2 -0.931
O 1.08173 -1.84387 -3.19608 -0.1 -0.1 -0.1 -0.420
C 2.08205 -1.73050 -2.18894 0.3 0.0 0.3 0.069
C 3.48512 -1.67238 -2.75968 0.1 0.2 -0.2 -1.124
O -0.94412 -2.88603 -3.81234 -0.4 -1.9 0.5 -0.275
C -1.81882 -3.21042 -2.69900 0.0 0.0 0.3 -0.384
C -1.37131 -2.56306 -1.40426 0.1 0.0 -0.3 -0.986
H 1.31690 -5.16922 -5.73441 0.0 0.0 0.0 0.288
H 1.28529 -4.02647 -7.07624 0.1 0.1 0.1 0.312
H -1.15953 -4.93256 -5.46969 0.0 -0.1 0.0 0.238
H -0.76020 -5.39777 -7.12346 0.1 0.0 0.0 0.399
H -1.18972 -3.71744 -6.73794 0.0 0.0 -0.1 0.249
H 1.98456 -2.53945 -1.46446 0.0 -0.1 -0.1 0.339
H 1.87392 -0.80444 -1.64784 -0.1 0.0 -0.1 0.082
H 3.64280 -2.39174 -3.56268 -0.1 -0.2 0.1 0.343
H 4.22381 -1.86848 -1.98115 0.0 0.1 0.0 0.322
H 3.67637 -0.68222 -3.17859 0.1 0.0 0.0 0.274
H -1.87134 -4.29635 -2.59065 0.0 0.0 -0.1 0.303
H -2.80945 -2.86187 -2.98331 0.1 0.1 -0.2 0.369
H -0.41206 -2.96812 -1.07562 0.0 0.0 0.0 0.267
H -2.09737 -2.74512 -0.61865 0.0 0.0 0.0 0.488
H -1.25451 -1.48828 -1.53481 -0.1 0.0 0.0 0.269
O 3.07586 4.64507 -0.11170 -1.7 0.8 1.2 -0.749
P 3.42213 3.73770 0.98931 3.4 -2.6 -1.5 0.904
O 4.80487 4.14881 1.67384 -0.5 0.1 0.4 -0.315
C 4.90840 5.39254 2.38216 0.0 0.3 0.1 -0.331
C 4.07155 5.43962 3.64644 -0.1 -0.2 0.0 -0.922
O 3.86698 2.34373 0.30727 -0.2 0.0 0.2 -0.386
C 3.82055 2.16371 -1.10713 0.1 0.0 -0.4 0.114
C 5.11152 2.58986 -1.77926 0.2 -0.1 0.1 -1.219
O 2.68216 3.05760 2.22428 -1.2 1.4 -0.1 -0.266
C 1.24469 2.87980 2.17956 -0.3 0.0 0.0 -0.327
C 0.78758 2.01639 1.02151 0.2 0.0 -0.1 -0.826
H 4.63522 6.21066 1.71044 0.0 0.0 0.0 0.289
H 5.96190 5.50526 2.63210 0.0 -0.1 -0.1 0.314
H 3.00507 5.38963 3.42124 0.0 0.1 0.0 0.230
H 4.25703 6.36877 4.18586 0.1 0.0 0.0 0.400
H 4.30605 4.59622 4.29561 0.0 0.0 0.0 0.249
H 2.96307 2.68584 -1.53254 0.1 0.2 0.1 0.364
H 3.65027 1.09893 -1.27853 0.0 0.0 0.2 0.002
H 5.48260 3.52799 -1.36744 -0.2 0.1 0.0 0.332
H 4.96486 2.71613 -2.85248 0.0 0.0 0.0 0.344
H 5.89001 1.84136 -1.62337 0.0 0.0 0.0 0.335
H 0.76756 3.86189 2.13758 0.0 0.0 0.0 0.302
H 0.97170 2.42178 3.12791 0.2 0.0 0.0 0.333
H 0.98365 2.50033 0.06228 0.0 0.0 0.0 0.290
H -0.28496 1.83516 1.09732 0.0 0.0 0.1 0.276
H 1.30957 1.05997 1.02643 0.0 0.0 0.0 0.246

---

20
Properties=species:S:1:pos:R:3:forces:R:3:nbo_charge:R:1 method="wB97M-V/def2-TZVPD" spin_multiplicity=2 fmax_ev_per_a=3.99 charge=+1 homo_ev="-14.22 / -15.58" relative_energy_ev=1.2005 homo_lumo_gap_ev="10.3 / 8.6" lumo_ev="-3.87 / -6.99"
C 0.67180 2.16679 0.23440 -1.4 1.3 -0.9 -0.620
C 1.05097 0.81423 0.78012 1.2 -0.9 3.7 -0.508
N 1.09174 -0.57555 -1.55306 -1.1 -2.8 1.7 -0.667
C 0.05253 -0.84615 -0.65749 0.0 -0.4 -3.1 0.364
C 0.12131 -0.37769 0.66396 -0.8 2.5 -1.6 0.220
C -1.09993 -0.44691 1.49949 0.6 0.3 0.6 -0.698
C -1.15925 -1.58406 -1.32282 1.1 1.8 1.7 -0.673
H -0.42282 2.25922 0.04849 0.6 -0.2 0.2 0.216
H 0.88304 2.94129 0.96789 0.1 -0.1 0.2 0.246
H 1.13965 2.54719 -0.68031 0.2 -0.8 0.0 0.241
H 1.13955 0.95300 1.88693 -0.5 0.1 -0.5 0.242
H 2.10395 0.54913 0.68361 0.1 -0.2 -1.1 0.251
H 1.98751 -0.84627 -1.14246 0.3 1.1 0.1 0.410
H 0.95562 -1.27311 -2.28148 0.2 0.7 -0.8 0.399
H -1.71447 0.45946 1.27081 0.0 -0.8 -0.5 0.286
H -0.89238 -0.18638 2.55184 0.1 -0.8 -0.2 0.274
H -1.58186 -1.41740 1.32288 -0.4 0.7 0.6 0.244
H -2.02465 -0.92238 -1.44971 0.2 0.0 0.4 0.271
H -1.36294 -2.26465 -0.50072 -0.6 -0.9 -0.7 0.254
H -0.93936 -1.94974 -2.32235 0.2 -0.5 0.4 0.248

---

26
Properties=species:S:1:pos:R:3:forces:R:3:nbo_charge:R:1 method="wB97M-V/def2-TZVPD" fmax_ev_per_a=4.12 homo_ev=-7.90 homo_lumo_gap_ev=8.8 lumo_ev=0.93
C 2.35043 -0.17328 -1.77252 -3.4 -2.3 -0.5 -0.605
C -3.46094 -0.92527 0.20882 -1.1 -1.1 1.3 -0.403
C 1.42652 -0.65897 0.42397 0.0 -2.4 -0.8 -0.199
C -1.92920 0.70519 -0.13643 1.4 0.2 -2.6 0.117
C 2.42744 0.26810 -0.33449 -2.6 1.3 0.5 -0.338
C 3.78622 0.36029 0.25099 0.9 -0.8 0.7 0.973
N 0.83276 -0.24086 1.62884 1.1 1.3 1.1 -0.872
N -0.99290 1.57147 0.21658 -0.1 0.7 -1.3 -0.799
N -2.88595 0.29669 0.63021 0.1 1.7 2.1 -0.611
F 4.60467 1.14030 -0.39633 1.0 1.4 -2.1 -0.320
F 3.78941 0.91870 1.47206 -0.7 -0.5 1.1 -0.336
F 4.45423 -0.82422 0.31606 -0.7 -0.2 0.3 -0.339
H 2.14594 -1.32531 -1.88714 1.3 1.9 0.4 0.222
H 3.15561 0.21081 -2.31319 1.2 0.2 -1.3 0.221
H 1.32887 0.14603 -2.22703 1.8 0.2 0.8 0.224
H -3.33216 -0.83759 -0.83895 -0.4 -0.7 -1.1 0.236
H -2.74414 -1.67024 0.59942 -1.1 -0.6 -0.3 0.184
H -4.54796 -1.03113 0.54359 1.5 -0.1 -0.4 0.191
H 0.56265 -0.79153 -0.27794 0.9 -0.2 0.3 0.217
H 1.99381 -1.70537 0.55930 -1.1 1.9 -0.6 0.167
H 2.03869 1.35080 -0.30718 0.5 -1.4 0.2 0.226
H 1.50704 -0.06881 2.34858 -0.3 -0.1 0.6 0.369
H -0.10767 -0.43538 1.92206 0.3 -0.3 -0.4 0.385
H -0.47610 1.96776 -0.58755 -0.4 -0.4 1.2 0.397
H -1.04122 2.14669 1.02951 0.1 0.5 0.9 0.352
H -2.93760 0.53383 1.62454 -0.1 0.0 0.0 0.343

---

8
Properties=species:S:1:pos:R:3:forces:R:3:nbo_charge:R:1 method="wB97M-V/def2-TZVPD" fmax_ev_per_a=1.99 charge=-1 smiles=CC[O-] homo_ev=-1.76 relative_energy_ev=0.2521 homo_lumo_gap_ev=6.8 lumo_ev=5.08
C -0.36036 0.33302 0.25571 0.2 1.3 1.5 -0.015
O 0.86350 0.54320 0.77789 -0.1 0.1 0.1 -0.964
C -0.30972 -0.73119 -0.81932 -0.1 -0.8 0.0 -0.651
H -1.16560 0.15322 1.06828 0.4 -0.9 -0.5 0.049
H -0.85916 1.29236 -0.10976 0.4 -0.3 -0.8 0.051
H 0.51436 -0.54369 -1.51214 -0.4 0.7 -0.4 0.192
H 0.07750 -1.68306 -0.41486 -0.7 0.1 0.4 0.182
H -1.28595 -0.86416 -1.31044 0.2 -0.2 -0.2 0.157